# 1
Entry from the OMol25 dataset: a 7-piece molecular cluster, C9H32ClN4O6 overall at a distorted geometry (the ωB97M-V functional and the def2-TZVPD basis).

Last columns: bonded neighbours and bond lengths (Å).
Atoms and positions in Å:
1 Cl -9.52092 -16.18014 6.94499  no bonds
2 C -5.89379 -17.63832 6.07394  O3 1.204, N4 1.306, N5 1.300
3 O -5.84523 -16.58219 5.49714  C2 1.204
4 N -4.91311 -18.49909 6.12012  C2 1.306, H6 1.010, H7 1.010
5 N -6.99124 -18.14619 6.55146  C2 1.300, H8 1.010, H9 1.010
6 H -4.11834 -18.00473 5.74059  N4 1.010
7 H -4.86075 -19.26770 6.77326  N4 1.010
8 H -7.83010 -17.60342 6.69920  N5 1.010
9 H -6.79860 -18.94409 7.13998  N5 1.010
10 C -10.13278 -18.71923 10.37115  C11 1.527, H16 1.090, H17 1.090, H18 1.090
11 C -10.14154 -19.75773 9.25212  C10 1.527, C12 1.502, N15 1.517, H19 1.090
12 C -11.56103 -19.83184 8.76773  C11 1.502, O13 1.405, H20 1.090, H21 1.090
13 O -11.76209 -20.94113 7.92855  C12 1.405, C14 1.438
14 C -12.87391 -20.77611 7.03189  O13 1.438, H22 1.090, H23 1.090, H24 1.090
15 N -9.09274 -19.38037 8.22274  C11 1.517, H25 1.010, H26 1.010
16 H -10.88717 -19.00328 11.10484  C10 1.090
17 H -10.25191 -17.70748 9.98349  C10 1.090
18 H -9.09694 -18.77103 10.70648  C10 1.090
19 H -9.86117 -20.77641 9.51999  C11 1.090
20 H -11.91264 -18.90549 8.31347  C12 1.090
21 H -12.23181 -19.94980 9.61875  C12 1.090
22 H -12.50216 -20.15426 6.21752  C14 1.090
23 H -13.81075 -20.53819 7.53570  C14 1.090
24 H -13.00274 -21.71278 6.48954  C14 1.090
25 H -9.31815 -19.88847 7.37946  N15 1.010
26 H -9.26725 -18.43503 7.91295  N15 1.010
27 C -7.25293 -13.41541 5.82550  C28 1.570, H33 1.090, H34 1.090, H35 1.090
28 C -8.41225 -12.41368 6.16730  C27 1.570, C29 1.571, N32 1.439, H36 1.090
29 C -9.70162 -12.64096 5.29890  C28 1.571, O30 1.458, H37 1.090, H38 1.090
30 O -10.88042 -11.87579 5.68596  C29 1.458, C31 1.386
31 C -11.88200 -11.74218 4.73730  O30 1.386, H39 1.090, H40 1.090, H41 1.090
32 N -8.56349 -12.55711 7.59072  C28 1.439, H42 1.010, H43 1.010
33 H -7.46457 -14.46557 6.02669  C27 1.090
34 H -6.24187 -13.27480 6.20773  C27 1.090
35 H -7.29264 -13.48915 4.73872  C27 1.090
36 H -8.21668 -11.36623 5.93769  C28 1.090
37 H -9.92317 -13.70629 5.36282  C29 1.090
38 H -9.41834 -12.37381 4.28082  C29 1.090
39 H -11.60009 -11.12755 3.88241  C31 1.090
40 H -12.77467 -11.26365 5.14012  C31 1.090
41 H -12.25291 -12.69352 4.35588  C31 1.090
42 H -8.79092 -13.54110 7.60217  N32 1.010
43 H -7.67675 -12.50699 8.07163  N32 1.010
44 O -12.76959 -16.40843 7.74450  H45 0.957, H46 0.957
45 H -11.99194 -16.81276 7.35978  O44 0.957
46 H -13.50118 -16.77430 7.24733  O44 0.957
47 O -8.04956 -16.06049 3.66709  H48 0.957, H49 0.957
48 H -7.41351 -16.46192 4.25915  O47 0.957
49 H -8.77080 -15.79173 4.23612  O47 0.957
50 O -11.87623 -13.91451 7.49021  H51 0.957, H52 0.957
51 H -11.16537 -14.51172 7.25727  O50 0.957
52 H -12.60517 -14.48894 7.72457  O50 0.957

Expectation value of S² ... 0.75
Multiplicity ... 2
Kohn-Sham gap (spin up / spin down) ... 9.013 / 3.931 eV

Table of natural (NBO) atomic charges, one value per atom, all in e: Cl -0.9077; C 0.7598; O -0.7298; N -0.8335; N -0.8251; H 0.4025; H 0.3958; H 0.4305; H 0.3811; C -0.6271; C -0.0657; C -0.0765; O -0.5537; C -0.2653; N -0.8620; H 0.2098; H 0.2228; H 0.2190; H 0.1929; H 0.1669; H 0.1591; H 0.1789; H 0.1766; H 0.1909; H 0.3541; H 0.3689; C -0.6455; C -0.1064; C -0.0705; O -0.5253; C -0.2442; N -0.2748; H 0.2978; H 0.2460; H 0.2984; H 0.2274; H 0.2062; H 0.1923; H 0.1585; H 0.2035; H 0.1751; H 0.4246; H 0.3932; O -0.9593; H 0.4975; H 0.4688; O -0.9697; H 0.4922; H 0.4691; O -0.9883; H 0.4780; H 0.4918

---

# 2
Entry from the OMol25 dataset: an isolated ion of composition C6H11N4O and charge +1 at a distorted geometry (the ωB97M-V functional and the def2-TZVPD basis).

Last columns: bonded neighbours and bond lengths (Å).
Atoms and positions in Å:
1 C 2.48832 1.37024 0.17852  C2 1.432, C3 1.374, H12 1.071
2 C 3.14301 0.19576 -0.31406  C1 1.432, C4 1.363, H13 1.137
3 C 1.12669 1.37465 0.36462  C1 1.374, C6 1.426, H14 1.017
4 C 2.35442 -0.79735 -0.81314  C2 1.363, O11 1.338, H15 1.113
5 C -1.10417 0.16409 -0.15389  C6 1.482, N7 1.439, N9 1.551, N10 1.403
6 C 0.37023 0.30691 -0.20116  C3 1.426, C5 1.482, O11 1.353
7 N -1.67149 -0.48035 -1.30876  C5 1.439, H16 1.067, H17 1.015
8 N -1.70844 -2.06298 0.94773  N9 1.339, H18 1.047, H19 0.967
9 N -1.15234 -0.84691 1.02145  C5 1.551, N8 1.339, H20 1.040
10 N -1.71758 1.37534 0.20075  C5 1.403, H21 1.086, H22 1.059
11 O 1.02125 -0.68708 -0.84908  C4 1.338, C6 1.353
12 H 3.10858 2.08829 0.67459  C1 1.071
13 H 4.27827 0.13083 -0.28603  C2 1.137
14 H 0.77165 2.25339 0.73225  C3 1.017
15 H 2.85860 -1.68716 -1.25199  C4 1.113
16 H -1.92912 0.21569 -2.07594  N7 1.067
17 H -2.54693 -0.75747 -0.87530  N7 1.015
18 H -2.62837 -2.28786 0.50134  N8 1.047
19 H -1.20377 -2.77262 0.52765  N8 0.967
20 H -1.57612 -0.21546 1.73098  N9 1.040
21 H -1.51736 1.74797 1.20109  N10 1.086
22 H -2.76534 1.37210 0.04839  N10 1.059

Energy relative to the best compared isomer or geometry (same formula, charge and spin) ... 59.2 kcal per mole
Net charge ... +1
Kohn-Sham gap ... 7.463 eV

Table of natural (NBO) atomic charges, one value per atom, all in e: C -0.0252; C -0.2847; C -0.2897; C 0.2372; C 0.2908; C 0.5233; N -0.8026; N -0.6235; N -0.4504; N -0.8640; O -0.3430; H 0.2485; H 0.2762; H 0.2555; H 0.2483; H 0.3937; H 0.3636; H 0.3339; H 0.3619; H 0.3577; H 0.3855; H 0.4069

---

# 3
Entry from the OMol25 dataset: a 10-piece molecular cluster, C13H47N19O10 overall at a distorted geometry (the ωB97M-V functional and the def2-TZVPD basis).

Last columns: bonded neighbours and bond lengths (Å).
Atoms and positions in Å:
1 C 12.26894 -12.71073 6.36998  O2 1.408, H7 1.086, H8 1.063, H9 1.091
2 O 11.95127 -12.79540 5.00120  C1 1.408, C3 1.430
3 C 10.58804 -12.43334 4.76638  O2 1.430, C4 1.468, H10 1.118, H11 1.046
4 C 10.44591 -12.28257 3.31350  C3 1.468, C5 1.482, N6 1.476, H12 1.167
5 C 9.12926 -11.70391 2.95403  C4 1.482, H13 1.049, H14 1.078, H15 1.084
6 N 10.62125 -13.59917 2.66928  C4 1.476, H16 1.050, H17 1.042
7 H 12.71196 -11.72469 6.47010  C1 1.086
8 H 12.89578 -13.50106 6.70370  C1 1.063
9 H 11.34351 -12.77109 6.94404  C1 1.091
10 H 9.89809 -13.23621 5.12727  C3 1.118
11 H 10.38028 -11.47668 5.13414  C3 1.046
12 H 11.31604 -11.53866 3.08714  C4 1.167
13 H 8.96124 -10.74256 3.33909  C5 1.049
14 H 8.32221 -12.28467 3.36971  C5 1.078
15 H 9.10984 -11.61754 1.87386  C5 1.084
16 H 11.56343 -14.02839 2.84502  N6 1.050
17 H 10.73125 -13.33954 1.66578  N6 1.042
18 N 12.70754 -16.98682 11.06066  C19 1.410, H22 1.094, H23 1.053
19 C 12.27103 -17.28345 9.75348  N18 1.410, N20 1.356, O21 1.259
20 N 11.10713 -17.96515 9.61131  C19 1.356, H24 1.081, H25 0.983
21 O 12.83694 -16.81336 8.73197  C19 1.259
22 H 12.56736 -17.69871 11.87916  N18 1.094
23 H 13.59528 -16.42426 11.13313  N18 1.053
24 H 10.63363 -17.87354 8.64401  N20 1.081
25 H 10.64605 -18.16568 10.45612  N20 0.983
26 N 18.22847 -10.86175 11.23995  C27 1.379, H30 1.013, H31 0.985
27 C 17.36629 -11.28229 10.24899  N26 1.379, N28 1.322, O29 1.258
28 N 16.13324 -11.62112 10.58577  C27 1.322, H32 0.992, H33 1.038
29 O 17.68136 -11.29740 9.03103  C27 1.258
30 H 17.92358 -10.77822 12.20280  N26 1.013
31 H 18.98654 -10.27707 11.00662  N26 0.985
32 H 15.70959 -11.63868 11.48266  N28 0.992
33 H 15.57086 -12.02846 9.81409  N28 1.038
34 N 14.48100 -13.58396 4.23816  C35 1.325, H38 1.037, H39 1.025
35 C 14.77467 -14.77900 4.72979  N34 1.325, N36 1.323, O37 1.219
36 N 15.93257 -15.35874 4.45941  C35 1.323, H40 1.030, H41 1.003
37 O 13.92031 -15.42962 5.30582  C35 1.219
38 H 15.19136 -12.96565 3.80326  N34 1.037
39 H 13.58624 -13.24084 4.60071  N34 1.025
40 H 15.99385 -16.34240 4.75800  N36 1.030
41 H 16.79336 -14.89433 4.23812  N36 1.003
42 N 11.67247 -12.49601 12.18652  C43 1.427, H46 1.023, H47 0.989
43 C 12.89722 -12.69084 11.48017  N42 1.427, N44 1.287, O45 1.217
44 N 12.86673 -12.76389 10.19550  C43 1.287, H48 0.983, H49 0.995
45 O 13.92048 -12.72399 12.13813  C43 1.217
46 H 11.93388 -12.14376 13.11124  N42 1.023
47 H 11.17397 -11.72370 11.82072  N42 0.989
48 H 13.67258 -13.02634 9.69805  N44 0.983
49 H 11.97917 -12.97128 9.79547  N44 0.995
50 N 11.68477 -16.92308 6.15433  C51 1.355, H54 1.033, H55 1.018
51 C 10.36699 -17.16755 5.95229  N50 1.355, N52 1.367, O53 1.212
52 N 9.99234 -17.01403 4.64665  C51 1.367, H56 0.966, H57 1.016
53 O 9.61162 -17.62141 6.78417  C51 1.212
54 H 12.03882 -16.74079 7.10716  N50 1.033
55 H 12.10219 -16.30102 5.46576  N50 1.018
56 H 10.57784 -17.16355 3.89272  N52 0.966
57 H 9.06256 -17.39569 4.49770  N52 1.016
58 N 15.55219 -15.07044 11.72530  C59 1.371, H62 1.010, H63 1.001
59 C 15.56276 -15.53745 13.01394  N58 1.371, N60 1.370, O61 1.181
60 N 15.04523 -14.61317 13.88328  C59 1.370, H64 1.003, H65 0.973
61 O 15.95915 -16.60227 13.33611  C59 1.181
62 H 15.82966 -15.71413 10.99789  N58 1.010
63 H 15.13816 -14.20427 11.44268  N58 1.001
64 H 14.68896 -13.73115 13.56470  N60 1.003
65 H 14.87902 -14.93055 14.78808  N60 0.973
66 N 16.42502 -19.77891 6.72313  C67 1.363, H70 1.018, H71 1.012
67 C 15.95527 -18.61423 6.19332  N66 1.363, N68 1.344, O69 1.253
68 N 14.62410 -18.52578 6.03401  C67 1.344, H72 1.020, H73 0.967
69 O 16.82850 -17.79240 5.83006  C67 1.253
70 H 15.74751 -20.36919 7.20064  N66 1.018
71 H 17.33173 -19.84223 7.16826  N66 1.012
72 H 14.31893 -17.63329 5.64466  N68 1.020
73 H 14.04968 -19.29725 6.12890  N68 0.967
74 N 15.86286 -9.16053 8.24523  C75 1.339, H78 1.013, H79 0.982
75 C 14.57138 -9.47205 8.07664  N74 1.339, N76 1.344, O77 1.232
76 N 13.75748 -8.40614 7.98194  C75 1.344, H80 1.040, H81 1.049
77 O 14.17492 -10.63846 8.05670  C75 1.232
78 H 16.43902 -9.95991 8.48032  N74 1.013
79 H 16.26102 -8.34461 7.86981  N74 0.982
80 H 13.86226 -7.48874 8.46098  N76 1.040
81 H 12.74261 -8.64893 7.87460  N76 1.049
82 N 15.44870 -15.67586 7.98973  C83 1.358, H86 1.009, H87 1.000
83 C 15.84436 -14.43245 8.36431  N82 1.358, N84 1.390, O85 1.266
84 N 17.18415 -14.09579 8.21199  C83 1.390, H88 1.004, H89 1.065
85 O 15.10134 -13.61548 8.98418  C83 1.266
86 H 16.04978 -16.12653 7.31613  N82 1.009
87 H 14.46950 -15.82087 7.84948  N82 1.000
88 H 17.78712 -14.65479 7.63605  N84 1.004
89 H 17.50586 -13.13032 8.52430  N84 1.065

Structure (SMILES) ... COC[C@H](C)N.NC(N)=O.NC(N)=O.NC(N)=O.NC(N)=O.NC(N)=O.NC(N)=O.NC(N)=O.NC(N)=O.NC(N)=O
Energy relative to the best compared isomer or geometry (same formula, charge and spin) ... 23.7 kcal per mole
Kohn-Sham gap ... 9.664 eV

Table of Mulliken atomic charges, one value per atom, all in e: C -0.9279; O -0.4658; C -1.0523; C 0.7379; C -1.5878; N -0.7179; H 0.3881; H -0.0224; H 0.5732; H 0.3277; H 0.4752; H 0.1357; H 0.4365; H 0.3723; H 0.3827; H 0.2259; H 0.3031; N -0.4114; C 0.2609; N -0.3605; O -0.5385; H 0.2446; H 0.1493; H 0.1786; H 0.1905; N -0.4401; C 0.8388; N 0.2683; O -0.8931; H 0.1775; H 0.2520; H 0.1543; H -0.2324; N -0.3490; C 0.5030; N -0.2727; O -0.4161; H 0.1803; H 0.3415; H 0.0994; H 0.1934; N -0.6784; C 0.4133; N 0.0520; O -0.8101; H 0.3234; H 0.2516; H 0.1371; H 0.2647; N 0.0434; C 0.7082; N -0.4286; O -0.7192; H -0.1207; H 0.3999; H 0.1717; H 0.2489; N -0.2278; C 0.3645; N -0.3236; O -0.6627; H 0.1094; H 0.4272; H 0.3288; H 0.1787; N -0.5300; C 0.7780; N -0.1609; O -0.7612; H 0.1943; H 0.2613; H 0.0324; H 0.1832; N -0.3511; C 0.4528; N -0.4998; O -0.4415; H 0.2156; H 0.1826; H 0.2171; H 0.2353; N 0.0435; C -0.1384; N -0.2437; O -0.1767; H 0.1303; H -0.0822; H 0.1599; H 0.1446

---

# 4
Entry from the OMol25 dataset: a 2-piece molecular cluster, C2H5NO3S overall at a distorted geometry (the ωB97M-V functional and the def2-TZVPD basis).

Last columns: bonded neighbours and bond lengths (Å).
Atoms and positions in Å:
1 O -0.59311 -0.15772 -1.77721  C2 1.199
2 C -0.11862 0.53091 -0.91847  O1 1.199, O3 1.338, C4 1.514
3 O 1.13928 0.97882 -0.99757  C2 1.338, H7 0.957
4 C -0.88285 1.00186 0.30107  C2 1.514, O5 1.285, S6 1.691
5 O -2.09472 0.60298 0.45369  C4 1.285, H8 0.910
6 S -0.19925 2.07531 1.41398  C4 1.691
7 H 1.31752 1.26999 -0.10301  O3 0.957
8 H -2.24082 -0.03899 -0.17491  O5 0.910
9 N 0.65507 -1.38606 0.52136  H10 1.030, H11 1.021, H12 0.995
10 H 1.24707 -1.16041 -0.29048  N9 1.030
11 H 0.47353 -2.36352 0.29039  N9 1.021
12 H 1.29690 -1.35317 1.28114  N9 0.995

Structure (SMILES) ... O=C(O)C(O)=S.N
Energy relative to the best compared isomer or geometry (same formula, charge and spin) ... 22.6 kcal per mole
Kohn-Sham gap ... 8.587 eV

Table of natural (NBO) atomic charges, one value per atom, all in e: O -0.5675; C 0.7063; O -0.6637; C 0.1879; O -0.5881; S -0.1036; H 0.4980; H 0.4975; N -1.0679; H 0.3653; H 0.3701; H 0.3657